Below is a molecular structure, C42H32N2O4OsP2S3, with properties calculated with ωB97M-V with the def2-TZVPD basis set.

```
! RIJCOSX wB97M-V def2-TZVPD def2/J DEFGRID3
* xyz 0 5
Os -0.698 -1.095 -0.538
S 1.568 -0.988 1.517
P 0.283 0.436 1.982
C -1.046 0.317 0.844
P -2.418 1.254 0.314
S -2.770 0.529 -1.519
C -3.892 1.044 1.356
C -4.413 -0.246 1.462
C -5.506 -0.491 2.276
C -6.097 0.550 2.982
C -5.595 1.837 2.863
C -4.495 2.086 2.054
C -2.038 3.019 0.359
C -1.696 3.626 1.569
C -1.340 4.963 1.597
C -1.319 5.699 0.418
C -1.652 5.098 -0.785
C -2.011 3.756 -0.817
C -0.298 0.306 3.696
C -1.608 0.610 4.048
C -2.012 0.531 5.374
C -1.108 0.147 6.352
C 0.199 -0.170 6.004
C 0.603 -0.099 4.680
C 1.014 2.093 1.848
C 1.253 2.585 0.565
C 1.842 3.826 0.392
C 2.199 4.583 1.502
C 1.968 4.094 2.779
C 1.375 2.850 2.956
H -3.959 -1.056 0.906
H -5.898 -1.497 2.357
H -6.953 0.358 3.616
H -6.061 2.654 3.398
H -4.121 3.097 1.965
H -1.694 3.056 2.491
H -1.064 5.425 2.536
H -1.031 6.743 0.438
H -1.626 5.669 -1.704
H -2.260 3.273 -1.753
H -2.329 0.891 3.292
H -3.037 0.763 5.635
H -1.422 0.084 7.386
H 0.903 -0.483 6.765
H 1.613 -0.370 4.396
H 0.973 1.985 -0.293
H 2.022 4.203 -0.609
H 2.661 5.553 1.369
H 2.248 4.681 3.645
H 1.190 2.482 3.958
C -0.547 -0.968 -4.010
C -0.789 -2.347 -3.481
C -0.768 -3.411 -4.414
C -0.981 -4.686 -4.006
C -1.277 -4.941 -2.648
C -1.563 -6.238 -2.171
C -1.889 -6.422 -0.858
C -1.948 -5.324 0.016
C -1.664 -4.049 -0.416
S -1.796 -2.690 0.681
C -1.305 -3.841 -1.769
N -1.014 -2.563 -2.198
H -1.077 -0.855 -4.956
H 0.518 -0.834 -4.212
H -0.868 -0.192 -3.324
H -0.569 -3.177 -5.451
H -0.950 -5.512 -4.707
H -1.525 -7.071 -2.862
H -2.111 -7.412 -0.482
H -2.221 -5.475 1.052
O 1.733 -1.846 -1.631
C 1.739 -0.622 -1.773
O 0.714 0.119 -1.508
C 2.953 0.111 -2.253
C 4.129 -0.592 -2.487
C 5.277 0.075 -2.892
C 5.261 1.451 -3.055
C 4.079 2.129 -2.809
C 2.921 1.487 -2.418
N 4.058 3.596 -2.947
O 5.084 4.148 -3.289
O 3.012 4.171 -2.712
H 4.125 -1.664 -2.338
H 6.191 -0.475 -3.069
H 6.140 2.001 -3.354
H 2.017 2.047 -2.231
*
```

The value obtained for the HOMO-LUMO gap (spin up / spin down) is 6.87 / 7.01 eV. The HOMO energy (spin up / spin down) comes out at -7.210 / -7.932 eV. For the largest force on an atom, the calculation gives 0.007 hartree/bohr. Its expectation value of S² is 6.02.

=====

Below is a molecular structure, C42H32N8O2Ru, with properties calculated with ωB97M-V with the def2-TZVPD basis set.

```
! RIJCOSX wB97M-V def2-TZVPD def2/J DEFGRID3
* xyz 2 5
Ru 0.567 1.104 -0.714
C -0.850 1.546 -6.034
C -1.916 1.346 -5.168
C -1.791 1.660 -3.823
C -0.584 2.163 -3.349
C 0.491 2.358 -4.208
C 0.350 2.060 -5.553
N -0.415 2.421 -1.955
C -1.210 3.265 -1.303
C -2.179 4.123 -1.911
C -2.941 4.924 -1.115
C -2.772 4.937 0.293
C -1.811 4.154 0.914
C -1.034 3.336 0.129
N -0.030 2.480 0.599
N 0.320 2.531 1.805
C 1.369 1.676 2.104
C 1.744 1.527 3.424
C 2.783 0.647 3.717
C 3.397 -0.024 2.685
C 2.949 0.176 1.369
N 1.968 1.007 1.083
H -0.954 1.308 -7.084
H -2.851 0.946 -5.539
H -2.607 1.489 -3.128
H 1.415 2.778 -3.825
H 1.174 2.240 -6.232
H -2.287 4.132 -2.985
H -3.682 5.571 -1.565
H -3.398 5.584 0.893
H -1.670 4.168 1.986
H 1.216 2.080 4.190
H 3.092 0.488 4.741
H 4.204 -0.718 2.870
H 3.391 -0.362 0.541
C 4.633 1.727 -2.567
C 4.673 0.809 -3.607
C 3.612 -0.064 -3.783
C 2.534 -0.001 -2.917
N 2.510 0.875 -1.907
C 3.531 1.721 -1.737
C 1.327 -0.852 -3.036
C 1.203 -1.853 -3.979
C 0.026 -2.582 -4.042
C -0.995 -2.286 -3.157
C -0.798 -1.278 -2.232
N 0.339 -0.580 -2.168
H 5.440 2.426 -2.397
H 5.524 0.772 -4.275
H 3.629 -0.778 -4.593
H 3.457 2.410 -0.904
H 2.013 -2.076 -4.658
H -0.087 -3.368 -4.777
H -1.933 -2.824 -3.173
H -1.571 -1.008 -1.531
O -1.921 0.601 0.019
C -1.397 -0.209 0.814
N -1.925 -0.763 1.918
C -1.001 -1.750 2.496
C 0.251 -1.473 1.616
O 1.354 -1.939 1.800
N -0.105 -0.590 0.634
C -1.536 -3.161 2.256
C -2.598 -3.600 3.043
C -3.188 -4.832 2.806
C -2.711 -5.646 1.786
C -1.643 -5.222 1.010
C -1.057 -3.981 1.240
C -0.659 -1.463 3.948
C 0.180 -2.337 4.632
C 0.551 -2.068 5.941
C 0.083 -0.927 6.582
C -0.756 -0.058 5.907
C -1.122 -0.324 4.589
H -2.914 -0.749 2.109
H -2.956 -2.979 3.858
H -4.013 -5.162 3.424
H -3.163 -6.613 1.607
H -1.251 -5.864 0.231
H -0.206 -3.676 0.641
H 0.545 -3.227 4.133
H 1.198 -2.758 6.467
H 0.365 -0.724 7.607
H -1.142 0.821 6.408
H -1.780 0.362 4.067
*
```

The value obtained for the HOMO-LUMO gap (spin up / spin down) is 6.09 / 4.76 eV. The HOMO energy (spin up / spin down) comes out at -13.061 / -13.083 eV. For the largest force on an atom, the calculation gives 0.031 hartree/bohr. Its expectation value of S² is 6.10.

=====

Below is a molecular structure, C42H32N8OPRe, with properties calculated with ωB97M-V with the def2-TZVPD basis set.

```
! RIJCOSX wB97M-V def2-TZVPD def2/J DEFGRID3
* xyz 3 2
Re -0.116 1.411 0.365
C 3.351 -0.994 -3.189
N 2.774 -0.044 -2.279
C 1.505 0.347 -2.187
N 1.346 1.060 -1.068
C 2.605 1.079 -0.525
N 3.462 0.416 -1.242
C 3.264 -2.409 -2.641
C 3.325 -3.493 -3.519
C 3.375 -4.793 -3.036
C 3.358 -5.039 -1.675
C 3.229 -3.962 -0.791
C 3.181 -2.653 -1.283
C 3.208 -4.177 0.633
N 3.640 -5.226 1.286
N 3.516 -5.001 2.560
C 2.983 -3.817 2.724
O 2.760 -3.242 1.512
C 2.698 -3.159 3.972
C 3.348 -3.581 5.138
C 3.134 -2.894 6.320
C 2.247 -1.830 6.358
C 1.542 -1.442 5.212
C 0.492 -0.359 5.370
N -0.151 0.029 4.143
C 0.144 1.002 3.283
N -0.730 0.964 2.264
C -1.558 -0.073 2.595
N -1.212 -0.641 3.709
C 1.784 -2.097 4.020
H 4.406 -0.731 -3.322
H 2.844 -0.918 -4.153
H 0.754 0.146 -2.922
H 2.879 1.596 0.379
H 3.362 -3.312 -4.581
H 3.435 -5.616 -3.730
H 3.441 -6.040 -1.284
H 3.152 -1.844 -0.568
H 4.020 -4.424 5.091
H 3.658 -3.193 7.215
H 2.088 -1.303 7.288
H 0.922 0.523 5.853
H -0.299 -0.754 6.017
H 0.925 1.729 3.428
H -2.416 -0.368 2.021
H 1.246 -1.840 3.118
C -6.314 0.421 0.633
C -5.470 1.315 1.284
C -4.192 1.529 0.806
C -3.755 0.844 -0.331
C -4.597 -0.054 -0.988
C -5.878 -0.255 -0.498
P -2.156 1.359 -0.993
C -1.803 0.392 -2.476
C -1.709 0.927 -3.757
C -1.388 0.094 -4.818
C -1.144 -1.255 -4.601
C -1.230 -1.789 -3.321
C -1.559 -0.968 -2.259
C -2.342 3.123 -1.385
C -3.432 3.636 -2.060
C -3.501 5.005 -2.335
C -2.478 5.840 -1.953
C -1.357 5.349 -1.248
C -0.276 6.170 -0.862
C 0.787 5.652 -0.154
C 0.802 4.304 0.213
C -0.223 3.448 -0.160
C -1.306 3.966 -0.924
H -7.311 0.249 1.010
H -5.807 1.853 2.156
H -3.515 2.230 1.282
H -4.274 -0.565 -1.882
H -6.539 -0.933 -1.015
H -1.904 1.974 -3.922
H -1.333 0.493 -5.819
H -0.886 -1.893 -5.432
H -1.044 -2.841 -3.161
H -1.647 -1.366 -1.254
H -4.228 2.986 -2.388
H -4.361 5.400 -2.856
H -2.525 6.892 -2.187
H -0.283 7.213 -1.137
H 1.620 6.282 0.119
H 1.642 3.939 0.794
*
```

The value obtained for the HOMO-LUMO gap (spin up / spin down) is 6.07 / 3.60 eV. The HOMO energy (spin up / spin down) comes out at -15.212 / -15.212 eV. For the largest force on an atom, the calculation gives 0.092 hartree/bohr. Its expectation value of S² is 0.78.